(1)
Entry from OMol25: C27H41AlCl3N3O3Si as an isolated structure in a non-equilibrium geometry (ωB97M-V with the def2-TZVPD basis set).

Values from the calculation:
* HOMO-LUMO gap: 7.51 eV
* HOMO level: -7.932 eV
* energy relative to the best compared isomer or geometry (same formula, charge and spin): 0.0 kcal/mol
* LUMO: -0.43 eV

Positions of all 79 atoms, in Å:
Cl  -2.2453  0.1416  0.5550
Cl  -0.2740  1.2172  -1.9582
Cl  -0.6497  3.4317  -7.2727
Si  -0.3963  4.8440  -5.7364
Al  0.0000  0.0000  0.0000
O  -0.0178  -1.7010  -0.7890
O  0.3835  1.7982  1.0114
O  2.1030  -0.0957  -0.2671
N  -0.1072  3.9869  1.3603
N  2.7882  -1.7517  -1.6860
N  0.1965  -0.8364  1.6497
C  0.1178  -5.1627  1.5527
C  1.3488  -0.8993  6.3483
C  0.1453  -0.6845  7.0284
C  3.2519  -3.1152  -1.8255
C  -1.4489  -2.0595  -3.4069
C  -0.9568  6.4949  -6.4050
C  -2.2619  -4.3151  0.4247
C  0.1553  -0.9178  4.2371
C  1.4179  4.8608  -5.2950
C  -1.0529  -0.5855  6.3149
C  0.1524  -0.9429  2.8001
C  -1.0749  -3.6941  0.0479
C  2.2979  -1.1069  -2.8915
C  -0.5475  -4.3064  -2.7180
C  1.0208  4.2119  2.2407
C  1.3566  -1.0145  4.9522
C  -2.2642  -5.3492  1.3494
C  -0.3735  -4.9110  -4.0700
C  -0.3314  2.7926  0.8056
C  -1.4499  4.2909  -4.2976
C  -1.0485  -0.6989  4.9218
C  -1.0819  -2.5886  -0.9823
C  -1.0059  -3.0891  -2.4187
C  -0.9777  5.1094  1.0865
C  -1.0708  -5.7841  1.9120
C  0.1109  -4.1227  0.6343
C  2.6049  -1.2113  -0.4895
H  2.0303  5.1389  -6.1508
H  -1.0131  -5.7890  -4.1893
H  1.6625  4.9955  1.8377
H  -1.0692  -6.5965  2.6278
H  -1.9803  -0.5994  4.3767
H  -0.3692  6.7904  -7.2723
H  1.6138  5.5782  -4.4972
H  1.0253  -3.6159  0.3638
H  3.1105  -1.0188  -3.6122
H  -0.2817  -4.9600  -1.8940
H  4.0595  -3.1666  -2.5543
H  -1.4280  5.4804  2.0079
H  -0.6064  -4.2260  -4.8805
H  -1.7699  4.8036  0.4106
H  -3.1934  -3.9813  -0.0160
H  1.4977  -1.7077  -3.3160
H  2.2950  -1.1581  4.4337
H  0.6761  4.5189  3.2285
H  2.4305  -3.7486  -2.1610
H  -1.0386  -1.0850  -3.1485
H  -2.0358  -2.0597  -0.8782
H  -1.1967  2.7408  0.1470
H  3.6159  -3.4871  -0.8718
H  2.9684  -1.8359  0.3375
H  0.1420  -0.5850  8.1060
H  -0.4194  5.9234  0.6231
H  -2.5357  -1.9505  -3.3733
H  -0.8502  7.2731  -5.6485
H  1.8982  -0.1318  -2.6444
H  1.7509  3.8826  -4.9526
H  1.5862  3.2919  2.3252
H  -3.1979  -5.8203  1.6295
H  -1.9827  -0.4070  6.8402
H  0.6515  -5.2620  -4.2156
H  -1.1735  -2.2953  -4.4314
H  -2.0022  6.4647  -6.7071
H  -2.5008  4.2348  -4.5756
H  -1.3618  4.9894  -3.4646
H  2.2769  -0.9637  6.9012
H  -1.1481  3.3076  -3.9413
H  1.0533  -5.4917  1.9892


(2)
Entry from OMol25: C27H41AsO5ReS8Si as an isolated structure (ωB97M-V with the def2-TZVPD basis set).

Values from the calculation:
* HOMO-LUMO gap: 6.58 eV
* HOMO level: -11.337 eV
* energy relative to the best compared isomer or geometry (same formula, charge and spin): 18.6 kcal/mol
* net charge: +1
* LUMO: -4.76 eV

Positions of all 84 atoms, in Å:
Re  0.2718  -0.3440  0.1964
As  -0.1108  3.2807  -0.9270
S  -1.5016  0.7892  0.7010
S  -2.7500  -0.3135  1.9608
S  1.1279  1.4799  -1.1220
S  -1.2647  3.7235  -2.5071
S  0.1914  4.2638  0.8172
S  -0.0643  -1.7230  1.9929
S  3.1573  0.9240  1.2866
S  -2.3310  -2.6594  3.6060
Si  -0.2449  -2.0860  -2.7454
O  -0.9960  -3.4762  -2.4955
O  1.3037  -2.1062  -3.1604
O  1.8791  0.0174  1.3466
O  -1.1103  -1.0764  -3.6370
O  -0.0969  -1.3869  -1.1668
C  0.6902  1.4917  3.7532
C  4.5085  -3.5559  -0.7678
C  3.7239  -3.6354  0.3743
C  -0.7607  -4.6564  -1.6888
C  2.0775  1.3642  3.7922
C  1.8769  -0.0765  5.7096
C  1.9096  -2.0473  -4.4844
C  -0.0967  0.8331  4.6838
C  5.2520  -2.4132  -1.0229
C  -1.8567  -4.6804  -0.6336
C  5.2113  -1.3472  -0.1375
C  0.4962  0.0354  5.6534
C  3.6769  -2.5697  1.2589
C  -1.7337  -1.5870  2.5484
C  3.3228  -2.5757  -4.2972
C  -2.5499  -0.9090  -3.7928
C  -0.8659  -5.8431  -2.6329
C  -2.7133  0.3863  -4.5698
C  0.6138  -4.5937  -1.0407
C  -3.0950  -2.0921  -4.5759
C  4.3432  -0.2640  1.9558
C  1.1170  -2.9279  -5.4385
C  2.6674  0.5915  4.7859
C  2.8844  2.0240  2.7180
C  -3.1913  -0.8003  -2.4175
C  4.4252  -1.4235  1.0071
C  1.9203  -0.5941  -4.9317
H  -3.7699  0.6018  -4.7259
H  -2.9692  -3.0239  -4.0269
H  -1.7646  -5.5674  -0.0067
H  3.3009  -3.6053  -3.9386
H  0.6731  -3.7734  -0.3217
H  3.0697  -2.6309  2.1544
H  -0.1182  -0.4837  6.3763
H  5.8024  -0.4601  -0.3322
H  3.9827  -0.5631  2.9387
H  -1.8298  -5.8387  -3.1397
H  -3.0378  -1.7126  -1.8368
H  -2.2623  1.2137  -4.0231
H  2.3705  2.8855  2.2901
H  0.2342  2.1163  2.9934
H  1.5901  -2.9389  -6.4200
H  3.8873  2.3242  3.0282
H  -4.1575  -1.9433  -4.7685
H  -2.7714  0.0495  -1.8786
H  0.0999  -2.5531  -5.5633
H  -1.1721  0.9462  4.6607
H  2.4227  -0.5038  -5.8949
H  2.3406  -0.6756  6.4810
H  1.0753  -3.9532  -5.0683
H  4.5484  -4.3896  -1.4552
H  5.8715  -2.3545  -1.9075
H  5.2854  0.2797  2.0443
H  -2.5861  -2.1756  -5.5363
H  3.7462  0.5287  4.8607
H  -4.2656  -0.6432  -2.5150
H  -1.7851  -3.8004  0.0092
H  -0.7691  -6.7775  -2.0806
H  2.4559  0.0166  -4.2037
H  -2.2293  0.3076  -5.5428
H  3.8637  -2.5502  -5.2427
H  0.9060  -0.2102  -5.0298
H  -2.8387  -4.6909  -1.1053
H  1.3974  -4.4654  -1.7883
H  3.8576  -1.9627  -3.5715
H  3.1569  -4.5321  0.5838
H  0.8002  -5.5233  -0.5010
H  -0.0774  -5.8032  -3.3851


(3)
Entry from OMol25: C27H41CaCl2N9O5P2S as an isolated structure (ωB97M-V with the def2-TZVPD basis set).

Values from the calculation:
* HOMO-LUMO gap: 7.28 eV
* HOMO level: -6.992 eV
* energy relative to the best compared isomer or geometry (same formula, charge and spin): 9.5 kcal/mol
* LUMO: 0.29 eV

Positions of all 88 atoms, in Å:
Ca  0.1795  -0.3391  0.8101
Cl  -5.2138  -2.8317  1.2707
Cl  -2.7144  -2.4422  2.7679
S  2.8483  0.3322  1.3965
P  1.0658  -2.5383  -1.7668
P  0.6587  0.0791  -2.9030
O  1.1999  -1.8577  -0.4700
O  0.0734  0.4663  -1.6072
O  0.0421  -2.0705  2.0950
O  1.6109  -2.8388  3.5094
O  1.1769  -1.4581  -2.9778
N  -0.4352  0.0840  -4.1319
N  2.2504  -3.5987  -2.2031
N  -0.3491  -3.3433  -1.9151
N  1.9483  1.0247  -3.2768
N  -1.9917  0.7306  0.4875
N  -0.1738  0.1949  3.4895
N  1.4905  2.7445  1.3960
N  0.3791  2.0481  1.0590
N  3.6269  2.7514  2.0770
C  -0.7737  -3.8211  -3.2233
C  -0.3472  1.3278  4.2312
C  -3.0511  2.8337  0.1309
C  1.5430  -0.4926  5.0253
C  -3.1736  0.1442  0.3300
C  2.6492  0.8107  -4.5338
C  -4.2751  2.2092  -0.0298
C  -1.9071  2.0714  0.3854
C  1.4124  0.6496  5.7476
C  -1.3558  2.2423  3.8497
C  -0.7460  3.6888  5.6803
C  0.8259  -1.9945  3.1013
C  0.4374  1.6070  5.3687
C  -0.6071  2.7471  0.6100
C  2.3279  -4.7851  -1.3334
C  -4.3468  0.8303  0.0662
C  3.5766  -3.0066  -2.4258
C  -0.3591  -0.7249  -5.3366
C  0.2202  2.8097  6.0802
C  -1.5486  3.3951  4.5566
C  -4.4488  -2.6951  2.8798
C  -0.5077  4.2226  0.3559
C  2.5706  2.0121  1.6344
C  0.7166  -0.6782  3.8892
C  2.8236  1.4636  -2.1834
C  -1.4279  -3.0739  -0.9649
C  -1.2586  1.2821  -4.2615
H  0.3010  -1.5750  -5.1863
H  -2.3255  4.0890  4.2597
H  -2.0935  -3.9378  -0.9379
H  3.2924  2.4057  -2.4713
H  3.4295  3.6775  2.4180
H  3.1838  1.7230  -4.8012
H  4.0262  -2.6584  -1.4906
H  2.9615  -5.5252  -1.8216
H  -1.0476  4.5014  -0.5493
H  -2.0112  -2.1922  -1.2541
H  -1.3179  1.7948  -3.3033
H  2.2594  -1.2666  5.2574
H  -2.9828  3.9094  0.0790
H  4.4163  2.2517  2.4428
H  -5.2774  0.2914  -0.0433
H  -1.3551  -1.1004  -5.5851
H  1.3366  -5.2094  -1.1928
H  -1.0184  -2.9496  0.0384
H  -2.2683  0.9939  -4.5607
H  0.8324  3.0193  6.9497
H  -4.9071  -1.8497  3.3789
H  4.2211  -3.7664  -2.8675
H  2.7468  -4.5387  -0.3535
H  3.6048  0.7271  -1.9708
H  -5.1638  2.7978  -0.2191
H  2.0337  0.8432  6.6149
H  -3.1874  -0.9339  0.4356
H  -1.3290  -4.7533  -3.1076
H  0.5391  4.4929  0.2532
H  -1.9716  1.9900  2.9973
H  -1.4196  -3.0907  -3.7234
H  0.0957  -4.0135  -3.8500
H  -4.6472  -3.6200  3.4074
H  2.2470  1.6156  -1.2754
H  3.3779  -0.0054  -4.4643
H  -0.9073  4.6074  6.2296
H  3.5035  -2.1728  -3.1198
H  -0.8534  1.9690  -5.0122
H  -0.9143  4.8032  1.1899
H  1.9484  0.5854  -5.3353
H  -0.0004  -0.1424  -6.1924


What are the energy values for these records? In order: -3356.2379, -7218.7504, -4601.7450 Ha.